Run A
C3H10NO4 | wB97M-V/def2-TZVPD

XYZ file:
```
18
C3H10NO4 wB97M-V/def2-TZVPD
C 0.3474 -2.2291 -1.0133
N -0.2415 -1.0425 -0.4045
C -1.0761 -0.1879 -1.2347
C -1.1716 1.1691 -0.5238
O -1.0573 2.1929 -1.2293
O -1.4169 1.1071 0.7109
H 0.9107 -2.6152 -0.1639
H 1.0423 -1.9076 -1.7904
H -0.3330 -3.0690 -1.3216
H -0.5658 -1.2560 0.5206
H -2.0627 -0.6895 -1.3531
H -0.6866 -0.0484 -2.2438
H 0.2312 0.8283 2.4757
H 1.2985 1.7831 1.8149
O 1.1573 0.9982 2.3796
H 1.9993 -0.4842 0.8754
H 2.2907 -1.8050 0.0501
O 2.4273 -1.3429 0.8770
```

Summary:
multiplicity	1
net charge	-1
Kohn-Sham gap	0.290	Ha
HOMO	-4.2	eV


Run B
C3H10NO4 | wB97M-V/def2-TZVPD

XYZ file:
```
18
C3H10NO4 wB97M-V/def2-TZVPD
C -1.6276 -1.9421 -0.2646
N -0.3136 -1.4308 -0.6730
C -0.0708 -0.0340 -0.5203
O -0.9823 0.8185 -0.3592
O 1.1512 0.2105 -0.3282
C -1.4918 -2.9318 0.9071
H -2.3772 -1.1777 -0.1519
H -2.0009 -2.4700 -1.1713
H 0.4196 -2.1077 -0.6729
H -1.6615 -3.9973 0.6816
H -2.2219 -2.8676 1.7139
H -0.4525 -2.9710 1.2100
H 0.8006 2.9246 -1.2929
H 1.6521 2.3921 -0.3654
O 1.7436 3.0667 -1.0653
H 1.2970 1.4896 0.9551
H 0.6906 1.0951 2.3131
O 1.3441 1.6669 1.9204
```

Summary:
multiplicity	1
net charge	-1
Kohn-Sham gap	0.305	Ha
HOMO	-4.6	eV


Most stable one: run B, least stable one: run A.


Run A
C9H16N2O | wB97M-V/def2-TZVPD

XYZ file:
```
28
C9H16N2O wB97M-V/def2-TZVPD
C -1.8380 -1.8465 0.9005
C -2.4642 -0.4803 1.2579
C -0.9979 -1.8827 -0.3798
C 1.3645 0.5152 0.4853
C 2.1715 1.0645 1.6783
C 1.1600 1.6445 -0.5773
C 0.9535 -1.3989 -1.9089
C -2.0723 1.3638 -0.1450
C 0.1318 -1.2301 -0.5919
N -2.7578 0.3322 0.0663
N 0.8843 -0.6384 0.3772
O -2.1936 2.0055 -1.3598
H -2.7136 -2.4546 0.5431
H -1.3640 -2.3448 1.8069
H -3.4456 -0.6129 1.7848
H -1.7044 -0.0270 1.9781
H -1.3599 -2.5110 -1.1439
H 2.0285 0.2917 2.6060
H 3.1988 0.9255 1.3410
H 1.9501 2.1456 1.8357
H 0.9474 2.6275 0.0129
H 0.2921 1.5120 -1.2122
H 2.2070 1.6271 -1.1358
H 1.9369 -0.9631 -1.6800
H 0.4565 -0.8270 -2.7302
H 0.9649 -2.5045 -2.0475
H -1.4883 1.7529 0.6566
H -2.6461 1.4447 -2.0800
```

Summary:
multiplicity	1
Kohn-Sham gap	0.325	Ha
HOMO	-8.0	eV


Run B
C9H16N2O | wB97M-V/def2-TZVPD

XYZ file:
```
28
C9H16N2O wB97M-V/def2-TZVPD
C -4.3222 -0.5068 -0.2955
C -3.4843 0.7689 -0.2632
C -2.0783 0.5722 -0.8369
C -1.2555 -0.4545 -0.0772
C -1.0641 -0.2265 1.4074
C 1.9084 -1.1367 -0.2422
C 2.8480 -0.2542 0.4321
C 3.1340 1.0617 -0.3320
C 4.3352 -0.5884 0.1653
H -4.4179 -0.8833 -1.3242
H -3.8638 -1.3089 0.2978
H -5.3114 -0.3321 0.0757
H -3.9854 1.5536 -0.8408
H -3.4070 1.1499 0.7453
H -2.1288 0.2434 -1.8825
H -1.5323 1.5295 -0.8113
H -0.8067 0.8235 1.6165
H -1.9877 -0.4752 1.9369
H -0.2699 -0.8844 1.7812
H 2.5519 -0.1501 1.4886
H 3.3157 1.8907 0.3722
H 2.3957 1.3760 -1.0831
H 5.1850 1.0437 -0.8908
H 4.9499 -0.3673 1.0539
H 4.5643 -1.6062 -0.1953
N 1.1654 -1.8641 -0.7848
N 4.3542 0.4484 -0.8779
O -0.7924 -1.4227 -0.6349
```

Summary:
multiplicity	1
Kohn-Sham gap	0.350	Ha
HOMO	-8.8	eV


Most stable one: run B, least stable one: run A.


Run A
C3H5PS | wB97M-V/def2-TZVPD

XYZ file:
```
10
C3H5PS wB97M-V/def2-TZVPD
C 0.4976 0.0530 -0.1917
C -0.8022 0.0151 -1.4017
C -0.4673 0.1673 1.0344
P 2.1632 0.1331 -0.5159
S -1.9892 0.0321 0.0151
H -0.7935 1.0941 -1.8016
H -0.8959 -0.7486 -2.1361
H -0.1709 -0.7011 1.8095
H -0.2394 1.1515 1.4480
H 2.3808 0.5309 0.8757
```

Summary:
multiplicity	1
Kohn-Sham gap	0.326	Ha
HOMO	-8.8	eV


Run B
C3H5PS | wB97M-V/def2-TZVPD

XYZ file:
```
10
C3H5PS wB97M-V/def2-TZVPD
C 0.9643 0.5625 1.5128
C 0.5203 0.5312 0.2556
C -0.7847 -0.3471 -1.7338
P -0.7245 -0.6602 -0.1245
S -1.4428 -2.0199 1.0378
H 1.7222 1.2344 1.8793
H 0.5531 -0.1377 2.2303
H 0.8634 1.1980 -0.5131
H -1.4228 -0.8620 -2.4313
H -0.2487 0.5010 -2.1130
```

Summary:
multiplicity	1
Kohn-Sham gap	0.319	Ha
HOMO	-8.7	eV


Most stable one: run B, least stable one: run A.


Run A
C3H15NO3 | wB97M-V/def2-TZVPD

XYZ file:
```
22
C3H15NO3 wB97M-V/def2-TZVPD
C 1.0120 1.2477 0.3473
N 1.2308 -0.2066 -0.1221
C 2.6318 -0.6746 0.2359
C 1.0641 -0.1045 -1.5972
H 0.9444 1.2683 1.4326
H 1.8489 1.7866 -0.1027
H 0.0874 1.6762 -0.1346
H 2.8214 -1.6240 -0.2819
H 2.8068 -0.7475 1.3424
H 3.3157 0.0791 -0.1897
H 1.1662 -1.1001 -2.0701
H 0.0041 0.2047 -1.7619
H 1.6830 0.6440 -2.1289
H -3.0495 1.3353 -1.7681
H -2.2613 0.6263 -0.6314
O -2.1707 0.9998 -1.5258
H -0.0639 -2.4471 1.5018
H 0.1424 -1.0191 0.7265
O -0.4538 -1.4609 1.3985
H -1.9068 -0.4704 1.1750
H -2.5234 0.6349 1.8954
O -2.6103 0.1844 1.1191
```

Summary:
multiplicity	1
Kohn-Sham gap	0.378	Ha
HOMO	-9.5	eV


Run B
C3H15NO3 | wB97M-V/def2-TZVPD

XYZ file:
```
22
C3H15NO3 wB97M-V/def2-TZVPD
C 1.0369 -2.3257 -0.1073
C 0.6233 -1.0907 0.6813
C -0.5698 -1.4655 1.6014
N 1.6989 -0.4892 1.4771
H 0.1798 -2.7533 -0.6259
H 1.8210 -2.1094 -0.8326
H 1.4534 -3.0919 0.5534
H 0.2185 -0.4045 -0.0714
H -0.7289 -0.6672 2.3166
H -1.4726 -1.4762 0.9998
H -0.2899 -2.3610 2.1421
H 2.1541 0.2686 0.9813
H 2.4029 -1.1948 1.6734
H -0.0028 2.3494 -0.8932
H -0.5807 2.5151 -2.2736
O -0.8531 2.3636 -1.3596
H 0.9977 1.5348 1.0861
H 0.6329 2.9568 1.6223
O 1.0207 2.4766 0.8814
H -2.3991 0.6581 -2.2134
H -3.2636 0.0194 -3.2782
O -2.6248 -0.2043 -2.5881
```

Summary:
multiplicity	1
Kohn-Sham gap	0.381	Ha
HOMO	-9.6	eV


Run C
C3H15NO3 | wB97M-V/def2-TZVPD

XYZ file:
```
22
C3H15NO3 wB97M-V/def2-TZVPD
C -0.2664 -0.2933 -2.0038
C 1.0835 -0.8656 -1.5434
C 1.8087 0.0839 -0.6210
N -1.3377 -0.4044 -0.9803
H -0.5999 -0.7483 -2.9445
H -0.0772 0.7496 -2.2087
H 1.7349 -1.1118 -2.3607
H 0.8320 -1.8226 -1.0694
H 2.1822 0.9761 -1.0971
H 2.7609 -0.3151 -0.2656
H 1.2525 0.3213 0.2752
H -0.9442 -0.9492 -0.2184
H -2.0889 -1.0268 -1.2986
H 0.5162 1.3495 3.2884
H -0.3895 1.3447 1.9963
O -0.0413 0.7937 2.7561
H -1.7575 2.7849 -0.0639
H -1.2083 1.4235 -0.5023
O -0.9675 2.2094 0.0016
H 0.3228 -2.4027 2.2015
H -0.0209 -0.9181 2.0073
O -0.1089 -1.7961 1.5672
```

Summary:
multiplicity	1
Kohn-Sham gap	0.382	Ha
HOMO	-9.6	eV


Most stable one: run C, least stable one: run A.


Run A
C2H4O3S | wB97M-V/def2-TZVPD

XYZ file:
```
10
C2H4O3S wB97M-V/def2-TZVPD
C 0.0469 0.9555 1.3074
C 0.8440 0.5561 -1.7256
O 0.0796 -1.4293 -0.3237
O -1.5764 0.4138 -0.6385
O 1.8529 1.1604 -1.7798
S -0.2287 0.2311 -0.1627
H 1.0007 0.7154 1.7290
H -0.8299 0.9295 1.9241
H 0.3098 0.0552 -2.5424
H -0.5707 -1.8434 -0.8977
```

Summary:
multiplicity	1
Kohn-Sham gap	0.331	Ha
HOMO	-9.2	eV


Run B
C2H4O3S | wB97M-V/def2-TZVPD

XYZ file:
```
10
C2H4O3S wB97M-V/def2-TZVPD
C 0.5076 -0.2147 0.7054
C 0.1252 0.2893 -0.6529
O 0.3056 2.3361 0.9886
O 2.5049 1.6482 -0.1304
O -1.6067 0.5418 -0.9376
S 1.1312 1.3808 0.2851
H -0.2434 -0.1513 1.5035
H 1.1810 -0.9841 0.8116
H 0.6986 0.0568 -1.4455
H -1.7640 1.3472 -0.3885
```

Summary:
multiplicity	1
Kohn-Sham gap	0.389	Ha
HOMO	-10.4	eV


Most stable one: run A, least stable one: run B.


Run A
C16H44N4O4 | wB97M-V/def2-TZVPD

XYZ file:
```
68
C16H44N4O4 wB97M-V/def2-TZVPD
C -0.0891 -0.9294 -0.1030
C -0.7419 0.0045 -1.1336
C -2.3273 0.2084 -0.9506
O -2.9988 1.0523 -1.8950
C -3.0451 0.5689 -3.2163
N 0.0054 1.2130 -1.3072
H -0.5170 -0.7159 0.8765
H 0.9854 -0.7536 -0.1546
H -0.3056 -1.9974 -0.0779
H -0.6056 -0.5194 -2.0797
H -2.5766 0.5567 0.0517
H -2.8141 -0.7645 -1.0193
H -2.0354 0.7427 -3.5884
H -3.6595 1.2766 -3.7729
H -3.4945 -0.4005 -3.4316
H -0.5394 1.7085 -1.9984
H 0.9130 1.0562 -1.7217
C 1.3121 2.5009 2.4384
C 0.9456 1.4612 1.4267
C 1.0698 -0.0594 1.8270
O 2.4021 -0.4948 1.5347
C 2.5550 -1.7742 1.0036
N -0.3034 1.8453 0.7581
H 1.3562 3.4626 1.9272
H 2.2058 2.2819 3.0227
H 0.4918 2.5538 3.1543
H 1.7331 1.6338 0.6931
H 0.3515 -0.6817 1.2933
H 0.7981 -0.2877 2.8577
H 2.0501 -2.0802 0.0873
H 2.3864 -2.5550 1.7452
H 3.6079 -1.8888 0.7457
H -0.3955 2.8136 0.4859
H -0.4605 1.4211 -0.1449
C -1.6942 -2.9292 3.3368
C -1.2623 -1.7690 4.2046
C -1.9134 -0.4326 3.6407
O -1.3721 0.0197 2.4386
C -1.5220 1.3142 2.0422
N -1.6410 -2.0365 5.5314
H -1.2102 -3.8589 3.6357
H -1.5686 -2.7705 2.2657
H -2.7558 -3.1337 3.4759
H -0.1836 -1.6183 4.1645
H -1.6828 0.2931 4.4206
H -2.9841 -0.6041 3.5295
H -0.6736 1.9077 2.3828
H -2.4633 1.7803 2.3334
H -1.3933 1.3211 0.9598
H -2.6388 -2.1104 5.6690
H -1.4271 -1.1560 5.9777
C 3.6264 0.9639 -2.7103
C 2.4928 0.0421 -2.9143
C 1.1816 0.9116 -3.1400
O -0.0372 0.1802 -3.2902
C -0.3532 -0.2945 -4.5535
N 2.8414 -0.7989 -4.0237
H 4.5941 0.5066 -2.5040
H 3.4188 1.6171 -1.8627
H 3.8468 1.5297 -3.6156
H 2.2818 -0.4500 -1.9649
H 1.3456 1.6442 -3.9302
H 1.0637 1.5059 -2.2339
H -0.1749 0.4412 -5.3378
H -1.4385 -0.3938 -4.5388
H 0.1361 -1.2168 -4.8666
H 1.9871 -1.2829 -4.2605
H 3.3139 -1.5824 -3.5961
```

Summary:
multiplicity	1
Kohn-Sham gap	0.175	Ha
HOMO	-4.3	eV


Run B
C16H44N4O4 | wB97M-V/def2-TZVPD

XYZ file:
```
68
C16H44N4O4 wB97M-V/def2-TZVPD
C -1.2816 1.2064 3.5747
C -1.3098 0.3368 4.8290
C 0.1763 0.2720 5.2832
O 0.6429 -0.9739 5.7557
C 0.8535 -1.9503 4.7281
N -2.1916 0.8973 5.8332
H -0.7449 0.7246 2.7488
H -0.8472 2.1966 3.7222
H -2.2256 1.3713 3.0427
H -1.5981 -0.6667 4.5185
H 0.2509 0.9526 6.1415
H 0.9403 0.6798 4.6070
H -0.0817 -2.4808 4.5564
H 1.6022 -2.6086 5.1742
H 1.3541 -1.4880 3.8733
H -1.7751 1.4966 6.5394
H -2.5277 0.1461 6.4353
C -3.3989 -3.6771 -1.1492
C -3.2085 -4.0821 -2.5911
C -4.5406 -4.0231 -3.3563
O -5.3150 -5.1195 -2.8665
C -6.3675 -5.4248 -3.7147
N -2.1822 -3.1870 -3.2056
H -3.5105 -2.5940 -1.0487
H -2.5639 -3.8766 -0.4707
H -4.2696 -4.1144 -0.6532
H -2.8685 -5.1140 -2.7053
H -4.3418 -4.1303 -4.4309
H -5.1562 -3.1282 -3.2011
H -6.1164 -5.7672 -4.7337
H -7.1353 -4.6525 -3.8503
H -6.9108 -6.3225 -3.3941
H -1.3647 -3.7235 -3.4685
H -2.6022 -2.8891 -4.0828
C 5.1481 2.0273 -1.7092
C 4.9694 3.3566 -2.4187
C 4.7171 4.4374 -1.3475
O 3.4886 4.1648 -0.6897
C 2.8928 5.3025 -0.0529
N 6.2032 3.7895 -3.0760
H 6.0989 1.9148 -1.1964
H 4.9830 1.2416 -2.4599
H 4.3039 1.8193 -1.0521
H 4.0757 3.3597 -3.0448
H 4.6101 5.3901 -1.9021
H 5.5044 4.7535 -0.6523
H 3.5992 6.0729 0.2485
H 2.3947 4.9171 0.8366
H 2.1246 5.6200 -0.7583
H 6.7503 2.9623 -3.3139
H 6.0495 4.1865 -3.9988
C 1.9210 0.7259 0.3291
C 1.1485 0.4682 -0.9908
C -0.1146 -0.3376 -0.7375
O -0.9285 0.3180 0.2042
C -2.1735 -0.3144 0.4164
N 0.8318 1.7110 -1.6805
H 1.1718 1.0765 1.0403
H 2.6438 1.5312 0.1989
H 2.4883 -0.1716 0.5824
H 1.8362 -0.1178 -1.6051
H 0.1436 -1.3619 -0.4438
H -0.6771 -0.4148 -1.6761
H -2.0593 -1.3456 0.7607
H -2.7559 -0.0877 -0.4806
H -2.6675 0.1775 1.2563
H 0.2239 2.3058 -1.1322
H 1.6697 2.2356 -1.8948
```

Summary:
multiplicity	1
Kohn-Sham gap	0.351	Ha
HOMO	-8.7	eV


Most stable one: run B, least stable one: run A.


Run A
N2 | wB97M-V/def2-TZVPD

XYZ file:
```
2
N2 wB97M-V/def2-TZVPD
N 0.0000 0.0000 0.9107
N 0.0000 0.0000 -0.9107
```

Summary:
multiplicity	1
Kohn-Sham gap	0.317	Ha
HOMO	-11.7	eV


Run B
N2 | wB97M-V/def2-TZVPD

XYZ file:
```
2
N2 wB97M-V/def2-TZVPD
N 0.0000 0.0000 0.5406
N 0.0000 0.0000 -0.5406
```

Summary:
multiplicity	1
Kohn-Sham gap	0.624	Ha
HOMO	-14.8	eV


Most stable one: run B, least stable one: run A.


Run A
C2H2N3O2 | wB97M-V/def2-TZVPD

XYZ file:
```
9
C2H2N3O2 wB97M-V/def2-TZVPD
C 0.9903 0.9390 -0.3847
C 0.1802 -0.1511 -0.0891
N 2.2706 0.5836 -0.1425
N 2.3320 -0.6025 0.2677
N -2.4372 -0.2158 -0.0469
O -2.8500 -1.3907 -0.1378
O 0.9875 -1.1027 0.3178
H 0.7270 1.9204 -0.7365
H -2.2004 0.0197 0.9520
```

Summary:
multiplicity	1
net charge	-1
Kohn-Sham gap (spin up / spin down)	0.298 / 0.298	Ha
HOMO (spin up / spin down)	-3.7 / -3.7	eV


Run B
C2H2N3O2 | wB97M-V/def2-TZVPD

XYZ file:
```
9
C2H2N3O2 wB97M-V/def2-TZVPD
C 0.6545 1.7111 -2.2614
C -0.5056 -1.3450 1.2378
N 0.2867 0.8448 -1.4181
N -0.0526 0.4710 -0.2830
N -0.7646 -0.6890 0.1219
O 0.7448 -1.0214 1.8655
O -1.1842 -2.2374 1.6799
H -0.1286 2.2724 -2.7832
H 0.9495 -0.0066 1.8405
```

Summary:
multiplicity	1
net charge	-1
Kohn-Sham gap	0.279	Ha
HOMO	-3.5	eV


Most stable one: run B, least stable one: run A.